Entry 1:
# CH19O8

A 8-piece molecular cluster, CH19O8 overall at a distorted geometry (ωB97M-V/def2-TZVPD, the Open Molecules 2025 dataset).

Last column: Mulliken charge in e.
CARTESIAN COORDINATES (ANGSTROEM)
O (25.7760, -0.2547, 18.3346)  -0.41
H (24.8753, -0.0583, 18.0251)  0.42
H (26.5089, 0.0167, 17.6352)  0.50
H (25.9693, 0.2773, 19.1327)  0.44
O (25.6569, 1.9313, 15.2517)  -0.37
H (26.4395, 1.3619, 15.6122)  0.49
H (24.9512, 1.4185, 14.8181)  0.42
H (25.3000, 2.4474, 15.9981)  0.43
C (28.2533, -0.3222, 16.2456)  -0.58
O (27.6827, 0.8572, 16.8129)  -1.09
H (29.3052, -0.4165, 16.5310)  0.20
H (27.6814, -1.2507, 16.3982)  0.44
H (28.2976, -0.2437, 15.1464)  0.13
O (29.4151, 2.5867, 18.6530)  -0.63
H (28.8083, 2.4228, 19.3801)  0.29
H (29.1106, 2.0165, 17.9319)  0.35
O (26.4291, -0.0856, 13.1826)  -0.63
H (25.7039, -0.5912, 13.5667)  0.32
H (27.2239, -0.5418, 13.4842)  0.33
O (30.9469, -2.0530, 18.2135)  -0.60
H (30.4451, -2.2791, 17.4256)  0.32
H (30.4066, -1.4081, 18.6943)  0.37
O (29.3036, 2.8055, 15.2652)  -0.63
H (28.9302, 3.5454, 15.7548)  0.32
H (28.7753, 2.0402, 15.5219)  0.26
O (29.6657, -0.3420, 20.0532)  -0.66
H (29.3329, 0.0160, 19.2197)  0.26
H (29.0091, -0.0758, 20.7043)  0.30

Force components x, y, z for each atom (eV/Å):
O -0.2 -0.1 0.5
H 0.0 -0.1 0.1
H 1.4 1.4 -0.9
H -0.1 -0.2 0.0
O -0.2 0.1 0.3
H 1.1 -0.2 0.7
H 0.3 0.0 -0.3
H 0.1 0.2 -0.2
C 0.5 0.3 -1.1
O -2.8 -1.3 0.0
H -0.2 -0.3 0.3
H 0.2 0.1 0.5
H 0.1 0.1 0.1
O -0.1 -0.1 -0.1
H 0.1 0.1 0.1
H -0.1 0.1 0.0
O -0.3 0.3 0.7
H 0.1 -0.4 -0.4
H 0.0 0.0 -0.2
O -0.2 0.2 -0.2
H 0.1 -0.1 0.0
H 0.4 -0.5 0.1
O -0.2 -0.1 -0.2
H 0.2 0.0 0.1
H 0.1 0.2 0.2
O -0.5 0.1 -0.2
H 0.2 0.4 0.1
H 0.2 -0.1 0.2

The max |F| is 3.09 eV Å⁻¹. The HOMO-LUMO gap comes out at 0.28887 hartree. As for the net charge: +1. The energy above the lowest of the compared OMol25 structures with the same formula, charge and spin comes out at 42.3 kcal/mol. The calculation puts the calculated total energy at -650.99626 a.u.

***

Entry 2:
# CH20N2O8

A 9-piece molecular cluster, CH20N2O8 overall at a distorted geometry (ωB97M-V/def2-TZVPD, the Open Molecules 2025 dataset).

Last column: Mulliken charge in e.
CARTESIAN COORDINATES (ANGSTROEM)
H (-3.5285, -1.6459, -0.3042)  0.20
N (-3.0452, -1.8205, 0.6158)  -0.69
C (-2.1457, -2.7005, 0.6562)  0.23
N (-1.4880, -2.9100, 1.8818)  -0.53
H (-1.7236, -3.4163, -0.0770)  0.33
H (-1.4794, -2.1917, 2.6146)  0.25
H (-0.5627, -3.2331, 1.8691)  0.24
O (1.3740, 0.9027, 0.0323)  -0.55
H (0.6913, 1.5804, 0.2843)  0.18
H (1.8013, 0.8589, 0.8275)  0.28
O (-2.1365, 0.8261, 1.4052)  -0.66
H (-2.3197, -0.0219, 1.7012)  0.26
H (-2.9699, 1.0598, 0.8303)  0.34
O (1.7721, -0.4947, -2.3978)  -0.71
H (1.7271, 0.4479, -2.1610)  0.33
H (0.9061, -1.0359, -2.3856)  0.38
O (3.1124, -1.1103, 0.0535)  -0.69
H (3.9623, -0.4028, 0.2821)  0.32
H (2.7494, -0.6571, -0.7803)  0.39
O (1.7586, 3.4837, -0.3145)  -0.62
H (2.7027, 3.2092, -0.3318)  0.30
H (1.2351, 3.1642, 0.5475)  0.40
O (-0.0024, -1.3644, -0.7332)  -0.72
H (0.3815, -0.5332, -0.4052)  0.37
H (0.6741, -2.0290, -0.8800)  0.35
O (-0.9192, 1.1974, -3.9078)  -0.60
H (-0.1947, 0.7060, -3.6092)  0.31
H (-1.6743, 0.9631, -3.5182)  0.28
O (-0.0408, 2.7081, 2.6470)  -0.63
H (-0.8675, 2.4218, 2.2311)  0.35
H (0.2502, 2.0380, 3.3260)  0.31

Force components x, y, z for each atom (eV/Å):
H 0.9 -0.8 1.2
N -1.2 0.7 -1.5
C 1.3 -0.3 1.6
N -0.8 0.8 0.5
H -0.7 0.6 -0.1
H -0.9 -0.2 -0.8
H 1.2 -1.0 -0.7
O -3.4 1.4 -2.1
H 0.5 -1.0 -1.0
H 2.3 -0.9 3.2
O -1.7 4.0 -2.5
H -0.7 -2.9 0.6
H 2.5 -0.8 1.7
O -0.3 -1.0 -1.0
H -1.0 -0.7 -0.1
H 1.7 2.3 0.4
O 3.4 4.0 -0.2
H -3.6 -3.3 -0.9
H 0.5 -1.2 1.2
O -1.3 -0.2 2.1
H -1.3 0.0 0.7
H 2.6 1.4 -2.5
O -1.3 -0.6 -0.2
H 0.6 -0.4 0.1
H 0.4 0.3 0.6
O 3.0 2.9 -3.4
H 1.3 -1.3 0.8
H -4.3 -1.7 2.6
O 0.9 -0.6 0.6
H 0.0 -0.5 0.4
H -0.9 1.0 -1.3

The max |F| is 5.44 eV Å⁻¹. The HOMO-LUMO gap comes out at 0.35433 hartree. As for the net charge: 0. Its SMILES is [H]/N=C/N.O.O.O.O.O.O.O.O. The calculation puts the calculated total energy at -761.43332 a.u.

***

Entry 3:
# CH21FNO11PS2

CH21FNO11PS2 as an isolated structure (ωB97M-V/def2-TZVPD, the Open Molecules 2025 dataset).

Last column: Mulliken charge in e.
CARTESIAN COORDINATES (ANGSTROEM)
C (-0.4164, -2.0374, -0.6913)  -1.19
P (0.2506, -0.4570, -1.3028)  0.34
O (-1.0374, 0.0762, -2.1502)  -0.43
N (0.2237, 0.5594, 0.2291)  0.01
S (-0.2312, -0.1741, 1.7512)  -0.14
S (-0.5060, 2.0268, 0.1678)  0.94
O (0.0248, 2.8799, 1.1669)  -0.53
O (-1.9079, 1.9359, -0.0287)  -0.54
F (0.1254, 2.4799, -1.1953)  -0.17
H (0.3775, -2.6187, -0.2232)  0.35
H (-0.7467, -2.5579, -1.5961)  0.40
H (-1.2654, -1.9338, -0.0159)  0.39
H (-1.8816, -0.2899, -1.8523)  0.32
H (0.8845, -0.8676, 2.0053)  0.14
O (1.8970, -0.9701, 4.0107)  -0.56
H (2.4471, -1.5511, 4.5458)  0.29
H (2.2266, -0.0814, 4.1811)  0.28
O (2.7352, 2.1693, -3.6351)  -0.61
H (1.9116, 2.3679, -3.1807)  0.28
H (2.4620, 1.6336, -4.3925)  0.36
O (1.0622, 5.2308, 3.0592)  -0.64
H (1.6232, 5.5806, 2.3609)  0.31
H (0.5326, 4.5565, 2.6184)  0.39
O (-2.2951, -2.5693, 2.5580)  -0.66
H (-2.0367, -3.1048, 3.3233)  0.37
H (-2.6079, -1.7347, 2.9250)  0.32
O (0.3554, 2.8659, -5.5783)  -0.64
H (0.1556, 3.3228, -4.7559)  0.30
H (1.1692, 3.2756, -5.8906)  0.33
O (-4.8783, -3.6030, 4.1270)  -0.63
H (-4.0714, -3.3291, 3.6757)  0.35
H (-5.5671, -3.0416, 3.7597)  0.31
O (-0.1538, -4.1788, 3.6334)  -0.67
H (0.1511, -3.2985, 3.3840)  0.33
H (0.0384, -4.7276, 2.8663)  0.32
O (2.8857, 0.9419, -6.3159)  -0.61
H (3.7522, 0.8676, -6.7264)  0.28
H (2.3114, 0.3555, -6.8177)  0.31

Force components x, y, z for each atom (eV/Å):
C 0.0 0.1 0.0
P 0.2 0.3 -0.4
O 0.0 -0.2 0.1
N -0.6 -0.5 0.1
S -0.3 0.1 0.1
S 0.6 0.0 0.0
O 0.0 0.2 0.0
O 0.0 0.0 -0.1
F -0.1 0.0 0.1
H -0.1 -0.1 0.1
H 0.2 0.0 0.0
H 0.0 0.0 0.1
H -0.1 0.2 0.0
H 0.3 0.3 -0.1
O 0.0 -0.2 0.0
H 0.0 0.0 0.0
H -0.1 0.0 0.0
O -0.1 0.0 0.0
H 0.0 0.0 0.1
H 0.1 0.0 -0.1
O 0.0 0.0 0.0
H 0.0 0.0 0.0
H 0.0 0.0 0.0
O -0.3 -0.1 0.3
H 0.3 -0.1 -0.2
H 0.1 0.1 -0.1
O -0.1 0.0 0.0
H 0.0 0.0 0.0
H 0.1 -0.1 0.0
O 0.0 0.0 0.1
H -0.1 -0.1 -0.2
H 0.0 0.0 0.0
O 0.0 0.1 0.0
H 0.1 0.0 0.0
H -0.1 0.0 0.0
O 0.0 0.0 0.0
H 0.0 0.0 0.1
H 0.0 0.0 0.0

The max |F| is 0.77 eV Å⁻¹. The HOMO-LUMO gap comes out at 0.35195 hartree. As for the net charge: 0. The calculation puts the calculated total energy at -2170.66395 a.u.

***

Entry 4:
# CH21O10

A 10-piece molecular cluster, CH21O10 overall at a distorted geometry (ωB97M-V/def2-TZVPD, the Open Molecules 2025 dataset).

Last column: Mulliken charge in e.
CARTESIAN COORDINATES (ANGSTROEM)
C (0.7114, 0.7133, 0.3014)  -1.94
O (-0.0578, -0.5156, 0.0925)  -0.34
H (0.7065, 0.8075, 1.3360)  0.56
H (0.2179, 1.4584, -0.2727)  0.24
H (1.7283, 0.5356, -0.0647)  0.79
O (1.1109, -1.8619, 3.6923)  -0.68
H (0.1966, -1.4969, 3.5922)  0.39
H (1.6112, -1.3574, 3.0615)  0.31
O (2.4723, -1.1627, -1.5877)  -0.65
H (1.8456, -0.4566, -1.7791)  0.46
H (2.5124, -1.2229, -0.6407)  0.36
O (-1.0615, -2.8769, -0.7005)  -0.68
H (-0.6589, -2.0050, -0.4850)  0.37
H (-0.3219, -3.1227, -1.2375)  0.32
O (2.2888, -1.5806, 1.1001)  -0.86
H (1.9428, -2.4527, 1.1897)  0.34
H (1.6000, -0.9435, 0.8981)  0.47
O (0.9612, 0.8171, -2.8082)  -0.73
H (0.5105, 0.9065, -1.9688)  0.21
H (0.6549, 1.5695, -3.3659)  0.27
O (-1.7931, 2.7744, 1.3536)  -0.71
H (-1.1118, 2.1441, 1.1293)  0.29
H (-2.0127, 3.0844, 0.4740)  0.37
O (-1.6489, 2.8412, -1.4008)  -0.69
H (-0.7762, 3.1163, -1.7242)  0.26
H (-2.1003, 2.7228, -2.2784)  0.35
O (-1.2861, -0.9070, 2.3146)  -0.84
H (-1.3622, -1.8653, 2.1011)  0.35
H (-0.9037, -0.5557, 1.5379)  0.38
O (-2.1716, -0.0003, -1.4233)  -0.65
H (-2.4748, 0.8662, -1.4468)  0.27
H (-1.3299, 0.0263, -0.9902)  0.41

Force components x, y, z for each atom (eV/Å):
C -0.9 -3.7 -1.8
O 1.1 1.8 -0.2
H 0.3 1.4 2.1
H -0.1 1.6 -0.1
H 0.2 0.8 0.1
O -1.3 0.0 0.8
H 0.8 -0.3 -0.1
H 0.5 0.2 -0.6
O 0.3 0.1 -1.2
H 0.2 -0.4 -0.2
H 0.1 -0.4 0.8
O 0.3 0.5 0.4
H -0.7 0.3 0.5
H 0.5 -1.1 -0.9
O 2.1 0.8 0.6
H -0.9 -0.6 0.0
H -1.3 -0.8 -0.1
O -0.2 1.2 -1.2
H -0.5 -0.1 0.2
H 0.4 -1.0 0.7
O -0.1 0.4 0.2
H 0.3 -0.5 0.3
H -0.3 0.2 -0.1
O -0.1 0.4 -2.3
H 0.0 0.0 0.6
H 0.2 0.0 1.3
O -1.4 -2.1 2.9
H 0.0 1.1 0.0
H 1.1 0.6 -2.6
O -1.0 -2.0 -1.3
H -0.8 2.1 0.2
H 1.4 -0.6 1.2

The max |F| is 4.21 eV Å⁻¹. The HOMO-LUMO gap comes out at 0.28177 hartree. As for the net charge: -1. The energy above the lowest of the compared OMol25 structures with the same formula, charge and spin comes out at 40.1 kcal/mol. The calculation puts the calculated total energy at -803.10170 a.u.

***

Entry 5:
# CH22O10

A 10-piece molecular cluster, CH22O10 overall at a distorted geometry (ωB97M-V/def2-TZVPD, the Open Molecules 2025 dataset).

Last column: Mulliken charge in e.
CARTESIAN COORDINATES (ANGSTROEM)
O (0.5373, -1.0422, -3.9210)  -0.35
H (-0.2669, -1.0855, -4.4435)  0.45
H (0.8372, -1.9536, -3.8905)  0.43
H (0.4898, -0.8008, -2.9931)  0.31
C (0.2465, 0.5417, -0.4402)  0.15
O (0.2056, -0.6580, -1.1098)  -0.65
H (1.2879, 0.8317, -0.3005)  0.35
H (-0.3651, 1.2719, -0.9702)  -0.01
H (-0.2515, 0.4494, 0.5250)  -0.41
O (-0.2041, 0.1675, 3.2014)  -0.61
H (-0.9054, -0.0959, 3.7973)  0.28
H (0.6012, 0.0128, 3.6952)  0.27
O (-0.5318, 3.8575, -0.7624)  -0.62
H (-1.2393, 3.7538, -0.1261)  0.32
H (-0.8131, 3.3443, -1.5198)  0.30
O (-2.4960, -0.4234, 1.7877)  -0.64
H (-1.6702, -0.3428, 2.2648)  0.40
H (-2.2543, -0.8333, 0.9571)  0.31
O (-1.3820, -2.5926, 0.2855)  -0.68
H (-0.8824, -3.4083, 0.2498)  0.26
H (-0.7759, -1.9257, -0.0371)  0.36
O (2.0870, -2.4607, 0.3261)  -0.64
H (2.5661, -2.8400, -0.4106)  0.29
H (1.6505, -1.6922, -0.0416)  0.18
O (0.9445, 2.6596, 2.3329)  -0.63
H (0.1933, 2.8742, 2.8859)  0.32
H (0.6573, 1.9039, 1.8204)  0.30
O (-3.0238, -0.4171, -2.0087)  -0.65
H (-2.0777, -0.3598, -1.8755)  0.31
H (-3.3800, 0.3267, -1.5227)  0.32
O (3.7646, 0.3159, 0.5951)  -0.65
H (3.3928, 0.9258, 1.2324)  0.31
H (3.0581, -0.3048, 0.4166)  0.32

Force components x, y, z for each atom (eV/Å):
O 1.1 -1.1 -2.7
H -1.0 0.6 0.1
H 0.7 -0.8 0.0
H -1.1 1.6 4.5
C -0.3 -0.1 -0.2
O 0.1 -1.8 -2.0
H 0.0 0.9 0.1
H 0.4 0.7 0.0
H 0.1 0.0 0.5
O 0.0 0.1 0.1
H -0.2 -0.1 0.5
H 0.3 0.0 0.0
O 0.2 0.3 -0.1
H -0.1 0.0 0.2
H 0.0 -0.1 -0.2
O -0.6 0.6 0.2
H 0.2 -0.1 -0.4
H -0.1 -0.5 -0.1
O -0.6 -0.5 0.2
H 0.1 -0.1 0.1
H 0.8 0.6 -0.7
O 0.4 -0.4 0.5
H 0.2 -0.1 -0.1
H -1.0 0.4 -0.6
O 0.5 0.4 0.0
H -0.2 -0.1 0.1
H -0.2 -0.2 -0.1
O -0.2 0.0 -0.5
H 0.7 -0.2 0.4
H -0.2 0.1 0.2
O 0.3 0.1 -0.2
H -0.1 0.3 0.2
H -0.1 -0.4 0.1

The max |F| is 4.86 eV Å⁻¹. The HOMO-LUMO gap comes out at 0.26623 hartree. As for the net charge: 0. The energy above the lowest of the compared OMol25 structures with the same formula, charge and spin comes out at 81.5 kcal/mol. The calculation puts the calculated total energy at -803.54524 a.u.

***

Entry 6:
# CH24LiO15

CH24LiO15 as an isolated structure at a distorted geometry (ωB97M-V/def2-TZVPD, the Open Molecules 2025 dataset).

Last column: Mulliken charge in e.
CARTESIAN COORDINATES (ANGSTROEM)
Li (1.7932, -2.1628, -0.1588)  0.85
C (0.2102, -0.4358, -0.0048)  0.66
O (0.8142, -1.0058, 1.1082)  -1.04
O (0.9292, -0.4998, -1.1108)  -1.07
O (-1.0878, -0.2218, -0.0328)  0.61
O (-0.8798, -2.7918, -1.2528)  -0.69
H (-0.8918, -1.8988, -0.9128)  0.16
H (-1.4558, -3.2878, -0.6688)  0.29
O (-0.1798, -2.0548, 3.0002)  -0.84
H (0.3552, -1.6198, 2.3162)  0.58
H (-0.9798, -1.9048, 2.5482)  0.33
O (0.5802, 2.2122, 2.6712)  -0.75
H (-0.3128, 1.9062, 2.5012)  0.50
H (1.2012, 1.5052, 2.5482)  0.32
O (-0.8878, 2.3422, -0.0668)  -0.90
H (0.0252, 2.5392, 0.2292)  0.43
H (-0.9208, 1.3372, 0.0122)  -0.08
O (0.5162, -1.3738, -3.8188)  -0.63
H (0.4522, -2.2998, -4.1338)  0.27
H (0.3022, -1.4538, -2.9108)  0.34
O (3.2142, 0.7482, -0.1098)  -0.69
H (2.3902, 0.5022, -0.4908)  0.29
H (2.9392, 1.4442, 0.4462)  0.32
O (2.4132, 0.0762, 2.9012)  -0.67
H (1.8542, -0.2328, 2.1722)  0.47
H (3.2532, -0.1158, 2.5152)  0.34
O (2.7192, 1.2482, -3.0208)  -0.63
H (2.6832, 2.1332, -3.4758)  0.26
H (1.9642, 1.1972, -2.4788)  0.38
O (-0.1308, 1.4532, -2.4858)  -0.75
H (-0.4838, 1.8992, -1.6768)  0.61
H (0.3612, 0.7252, -2.1228)  0.21
O (-3.1478, 0.0722, -1.6908)  -0.68
H (-3.4158, -0.7878, -2.0188)  0.31
H (-2.3218, -0.1238, -1.2158)  0.40
O (-2.5008, -1.0938, 1.9012)  -0.84
H (-1.8348, -0.8588, 1.1622)  0.12
H (-3.2218, -1.4748, 1.4312)  0.26
O (-2.0988, 1.6772, 2.4382)  -0.80
H (-1.8018, 1.8812, 1.5402)  0.36
H (-2.4168, 0.7982, 2.4162)  0.40

Force components x, y, z for each atom (eV/Å):
Li -0.5 0.9 0.0
C 1.1 -3.6 0.5
O -0.9 2.5 -5.0
O -1.0 0.0 2.7
O 3.4 -0.3 0.4
O 0.4 -0.8 -0.3
H -0.4 0.5 0.0
H -0.1 -0.1 0.1
O 1.3 -1.1 1.4
H 0.3 -0.2 0.8
H -2.3 -0.1 0.0
O 0.3 1.4 -0.4
H -0.4 -0.4 0.5
H 0.4 -0.7 0.3
O 0.8 -0.6 0.6
H -0.7 0.2 0.1
H -0.5 1.4 -0.3
O 0.4 -1.2 -1.9
H 0.0 0.9 0.1
H -0.4 0.2 1.6
O 1.5 -0.7 0.0
H -1.0 -0.8 -1.0
H -0.1 1.5 1.3
O -0.2 0.1 0.2
H -0.5 -0.2 0.1
H 1.3 0.1 -0.1
O 2.2 1.4 -2.0
H -0.3 -1.5 0.9
H -1.5 0.3 0.6
O -0.5 1.5 0.0
H 0.1 -0.1 -1.0
H -0.1 -0.8 0.0
O -0.2 -0.3 0.1
H -0.1 -0.1 -0.2
H -0.1 0.4 -0.3
O 1.3 0.3 -0.3
H -1.1 0.1 1.0
H -1.0 -0.4 -0.5
O 0.5 1.8 0.1
H -0.5 0.3 -0.1
H -0.6 -1.8 -0.1

The max |F| is 5.70 eV Å⁻¹. The HOMO-LUMO gap comes out at 0.31350 hartree. As for the net charge: -1. The energy above the lowest of the compared OMol25 structures with the same formula, charge and spin comes out at 24.7 kcal/mol. The calculation puts the calculated total energy at -1188.78780 a.u.